Entry from OMol25: C6H9N in the gas phase (wB97M-V/def2-TZVPD).

Geometry (Å):
H1 2.50 -0.51 -1.45
H2 -1.22 2.72 0.48
H3 0.72 -1.87 1.71
C1 -0.92 0.62 0.28
N1 0.01 0.25 -0.67
C2 0.31 -1.11 1.06
H4 1.66 -2.04 -1.75
H5 -2.71 1.74 0.64
H6 0.13 0.67 -1.58
C3 1.95 -1.33 -0.97
C4 -0.77 -0.22 1.36
C5 -1.76 1.84 0.09
H7 2.65 -1.84 -0.30
H8 -1.99 2.04 -0.96
C6 0.78 -0.79 -0.19
H9 -1.34 -0.17 2.28

Properties
HOMO = -0.28142 Eh
E = -7858.0946 eV
Structure (SMILES) = Cc1ccc(C)[nH]1
2S+1 = 1
Relative energy (zero: lowest compared OMol25 entry of this formula, charge and spin) = 0.065 eV

List of natural (NBO) charges in e, atom by atom:
1. H 0.211
2. H 0.218
3. H 0.216
4. C 0.126
5. N -0.515
6. C -0.293
7. H 0.215
8. H 0.228
9. H 0.406
10. C -0.639
11. C -0.311
12. C -0.637
13. H 0.229
14. H 0.211
15. C 0.118
16. H 0.218